A 18-piece molecular cluster, C6H45N2O17 overall in a non-equilibrium geometry, computed with ωB97M-V/def2-TZVPD.

The calculation puts the frontier orbital gap (spin up / spin down) at 7.28 / 2.98 eV. The energy relative to the best compared isomer or geometry (same formula, charge and spin) comes out at 0.000 eV. The multiplicity is 2. Its net charge is +2. For the LUMO energy (spin up / spin down), the calculation gives -7.43 / -11.72 eV.

Positions of all 70 atoms, in Å:
C (0.4764, 1.7225, 2.7172)
C (-0.7573, 1.6005, 1.6619)
N (-0.6575, 0.4484, 0.7270)
C (-1.6753, -0.4404, 0.4624)
C (-1.2249, -1.4216, -0.4472)
N (0.1381, -1.1217, -0.6655)
C (0.4765, 0.0220, 0.1045)
C (1.0025, -1.7147, -1.6610)
H (0.5125, 0.8137, 3.3179)
H (0.1713, 2.5307, 3.3819)
H (1.4332, 1.9488, 2.2468)
H (-0.6790, 2.4967, 1.0465)
H (-1.6730, 1.5942, 2.2532)
H (-2.6666, -0.2704, 0.8558)
H (-1.5653, -2.2607, -1.0358)
H (1.4045, 0.5632, -0.0061)
H (0.7502, -2.7744, -1.7012)
H (2.0283, -1.5584, -1.3272)
H (0.7894, -1.2627, -2.6297)
O (-1.9339, 0.4475, -3.1864)
H (-2.5560, -0.2434, -2.9585)
H (-1.4843, 0.1184, -3.9647)
O (4.7870, -2.4154, 0.3126)
H (5.1811, -3.2849, 0.3827)
H (4.5821, -2.3190, -0.6174)
O (-2.5294, 4.7572, 2.3389)
H (-1.5967, 4.9509, 2.2451)
H (-2.9153, 5.5779, 2.6451)
O (-4.6543, 2.4074, 3.8309)
H (-4.4611, 2.2257, 2.9112)
H (-3.8459, 2.7866, 4.1757)
O (-1.5887, -2.6464, -3.3860)
H (-1.6724, -3.5794, -3.5830)
H (-1.6062, -2.2180, -4.2418)
O (2.5299, -1.0641, 1.9666)
H (1.7904, -1.6664, 1.8855)
H (3.2144, -1.4495, 1.4197)
O (3.7171, 2.3274, 1.0285)
H (3.8405, 1.6878, 0.3272)
H (2.9330, 2.8140, 0.7744)
O (-1.8238, -4.5957, -1.1400)
H (-2.2092, -5.0962, -1.8592)
H (-2.5701, -4.1729, -0.7150)
O (-2.1095, 3.6977, 4.9162)
H (-2.1827, 3.7377, 3.9626)
H (-2.0461, 4.6125, 5.1906)
O (-4.4339, -1.9668, -1.4117)
H (-4.6942, -2.5930, -0.7362)
H (-4.7373, -1.1202, -1.0839)
O (3.8806, 0.6739, -1.3820)
H (4.1670, -0.1016, -1.8645)
H (3.5966, 1.2870, -2.0600)
O (1.4269, 3.5618, -0.0318)
H (0.7799, 3.2579, -0.6683)
H (0.9393, 4.1518, 0.5431)
O (4.3615, -2.0955, -2.5634)
H (5.0843, -2.1109, -3.1908)
H (3.7515, -2.7601, -2.8837)
O (-3.8925, 2.0241, 1.0970)
H (-4.3641, 1.2650, 0.7542)
H (-3.3124, 2.2888, 0.3831)
O (0.4574, 5.1885, 2.0069)
H (0.7993, 5.9437, 1.5284)
H (0.6601, 5.3736, 2.9239)
O (0.3868, -5.9181, -1.3116)
H (-0.3986, -5.4200, -1.0852)
H (0.3085, -6.0750, -2.2526)
O (2.6373, -4.0114, -3.5035)
H (2.9079, -4.6527, -2.8465)
H (2.6148, -4.5035, -4.3242)

Electronic structure analysis, Löwdin charges in units of e: number 1, C, carries 0.005; number 2, C, carries -0.103; number 3, N, carries 0.028; number 4, C, carries 0.135; number 5, C, carries 0.150; number 6, N, carries -0.012; number 7, C, carries 0.143; number 8, C, carries 0.027; number 9, H, carries 0.086; number 10, H, carries 0.074; number 11, H, carries 0.057; number 12, H, carries 0.104; number 13, H, carries 0.120; number 14, H, carries 0.145; number 15, H, carries 0.102; number 16, H, carries 0.159; number 17, H, carries 0.102; number 18, H, carries 0.093; number 19, H, carries 0.117; number 20, O, carries -0.034; number 21, H, carries 0.012; number 22, H, carries 0.037; number 23, O, carries -0.034; number 24, H, carries 0.056; number 25, H, carries -0.020; number 26, O, carries -0.037; number 27, H, carries -0.003; number 28, H, carries 0.073; number 29, O, carries -0.042; number 30, H, carries -0.031; number 31, H, carries -0.016; number 32, O, carries -0.040; number 33, H, carries 0.049; number 34, H, carries 0.054; number 35, O, carries 0.024; number 36, H, carries 0.037; number 37, H, carries 0.014; number 38, O, carries -0.050; number 39, H, carries -0.020; number 40, H, carries -0.035; number 41, O, carries -0.029; number 42, H, carries 0.082; number 43, H, carries 0.060; number 44, O, carries -0.047; number 45, H, carries -0.033; number 46, H, carries 0.053; number 47, O, carries -0.028; number 48, H, carries 0.047; number 49, H, carries 0.035; number 50, O, carries -0.031; number 51, H, carries 0.008; number 52, H, carries 0.059; number 53, O, carries -0.031; number 54, H, carries 0.052; number 55, H, carries 0.000; number 56, O, carries -0.043; number 57, H, carries 0.080; number 58, H, carries -0.012; number 59, O, carries -0.025; number 60, H, carries 0.048; number 61, H, carries 0.052; number 62, O, carries -0.026; number 63, H, carries 0.082; number 64, H, carries 0.082; number 65, O, carries -0.050; number 66, H, carries -0.048; number 67, H, carries 0.028; number 68, O, carries -0.028; number 69, H, carries 0.065; number 70, H, carries 0.073